# 1
Molecular formula: C31H26BrN3PdS
Method: DFT, the ωB97M-V functional and the def2-TZVPD basis

## Properties
E_HOMO (spin up / spin down) (eV): -0.397 / -1.043
HOMO-LUMO gap (spin up / spin down) (eV): 4.35 / 4.99
Energy relative to the best compared isomer or geometry (same formula, charge and spin) (eV): 0.000

Geometry as ORCA input:
```
! wB97M-V def2-TZVPD RIJCOSX def2/J DEFGRID3
* xyz -2 3
Pd 0.2602 0.3418 -0.7244
Br -1.8236 6.4927 4.3028
S 1.3778 -0.7317 1.8451
N -0.5161 1.9308 1.9376
N -0.0777 3.0789 -0.4390
N 0.5476 1.5202 -2.7799
C 0.6146 2.8837 -2.7585
C 1.5275 -2.5480 -2.3756
C 0.2820 3.6123 -1.5977
C 0.8998 -2.3551 2.2533
C -3.3410 -0.4666 2.2006
C 1.6878 -1.4161 -1.5088
C -1.0998 4.0823 2.9434
C 1.6964 -3.6619 -4.5610
C -1.0191 6.0840 1.5974
C 1.2048 -3.8270 -1.8445
C 1.2099 -4.3866 3.5824
C -0.6049 5.3107 0.5135
C -2.3111 0.2955 1.6733
C 1.5782 -3.0886 3.2526
C 1.4387 2.8972 -5.0381
C -2.7947 0.3135 4.3948
C 1.0432 3.5832 -3.9224
C -1.7619 1.0812 3.8649
C 1.7600 -2.5199 -3.7765
C 1.3893 1.4899 -5.0308
C -0.1662 -3.0177 1.6079
C -0.5424 -4.3088 1.9556
C -3.6013 -0.4507 3.5671
C 1.3972 -4.9048 -4.0066
C 0.9227 0.8779 -3.8813
C -1.2611 5.4538 2.7954
C -0.6891 3.3118 1.8617
C 1.1535 -4.9614 -2.6317
C 0.1391 -5.0119 2.9451
C -0.4286 3.9189 0.5974
C -1.5226 1.1031 2.4946
H -4.4070 -1.0474 3.9811
H -2.9573 0.3125 5.4664
H 2.0216 -1.5781 -4.2454
H 2.4114 -2.6114 3.7554
H -0.4434 5.8157 -0.4284
H -1.3789 -4.7769 1.4440
H 1.3822 -5.7996 -4.6166
H -0.6833 -2.4887 0.8162
H -2.1176 0.2826 0.6127
H 1.8935 -3.5842 -5.6263
H 2.2366 -0.5618 -1.8837
H 1.7818 3.4276 -5.9175
H 0.3677 4.6906 -1.7164
H -3.9523 -1.0717 1.5414
H 1.7671 -4.9262 4.3431
H -1.1072 1.6330 4.5272
H 1.0583 4.6678 -3.9024
H 1.0131 -3.8992 -0.7777
H -0.0955 1.5945 1.0610
H -1.2969 3.6201 3.8967
H 1.6998 0.9027 -5.8836
H -1.1487 7.1541 1.4977
H -0.1464 -6.0254 3.2058
H 1.7721 -1.6180 -0.4534
H 0.9308 -5.9188 -2.1686
H 0.8294 -0.2000 -3.8381
*
```


# 2
Molecular formula: C31H26F3NO10P4SScTe
Method: DFT, the ωB97M-V functional and the def2-TZVPD basis

## Properties
E_HOMO (eV): -5.493
HOMO-LUMO gap (eV): 7.63
Energy relative to the best compared isomer or geometry (same formula, charge and spin) (eV): 0.000

Geometry as ORCA input:
```
! wB97M-V def2-TZVPD RIJCOSX def2/J DEFGRID3
* xyz -1 1
Te 1.0122 4.4459 2.3547
Sc -0.2223 -0.4295 0.2601
S 1.5950 -2.3798 1.1927
P 1.4951 1.8340 0.2732
P -1.9761 0.1476 -2.4678
P -3.0359 -1.5715 -0.4993
P -0.5968 1.4673 2.1436
F 2.8039 -1.6652 -1.0065
F 3.0537 -3.7533 -0.4885
F 4.1415 -2.2348 0.6062
O 0.4072 -2.5722 0.3384
O -0.7899 0.3163 -1.5103
O -2.1032 -1.0253 0.5943
O -1.8298 -0.7237 -3.6461
O -2.4082 1.6383 -2.8522
O -3.2150 -0.3211 -1.5432
O 1.8510 -3.3333 2.2134
O 1.5918 -0.9488 1.5538
O -4.3307 -2.1259 -0.1217
O -2.0736 -2.5416 -1.3487
N 4.5285 3.8383 5.7699
C -4.4847 3.9352 1.9435
C 2.5140 4.2024 3.8460
C 2.2600 3.5420 5.0420
C -2.4989 3.3069 3.1462
C 1.4709 3.1430 -1.0089
C -3.0052 2.2744 1.0374
C 0.0864 4.4241 -2.5214
C -0.1737 -0.2833 6.3927
C 0.7416 2.4898 1.7102
C 4.1006 1.1718 -0.5187
C 3.2872 1.5804 0.5387
C 2.9907 -2.5181 0.0053
C 4.7580 4.4914 4.6324
C 0.2311 3.4057 -1.5938
C 1.1832 5.1977 -2.8800
C 3.8454 1.6938 1.8057
C -4.1613 3.0360 0.9386
C 2.4185 4.9473 -2.3023
C -1.4401 -0.0116 5.8933
C -2.1628 2.4018 2.1392
C 3.2921 3.3770 5.9545
C 5.4443 0.9034 -0.3137
C 5.9947 1.0314 0.9564
C -1.5881 0.5518 4.6340
C 0.9456 0.0023 5.6229
C 2.5618 3.9273 -1.3702
C 3.7999 4.6919 3.6491
C -0.4685 0.8618 3.8630
C 0.7973 0.5668 4.3652
C 5.1921 1.4256 2.0161
C -3.6526 4.0693 3.0478
H -2.2222 -2.4857 -2.3061
H 6.0634 0.5856 -1.1437
H -3.9015 4.7717 3.8337
H -4.8079 2.9155 0.0789
H -5.3873 4.5295 1.8704
H -1.8538 3.4161 4.0092
H 5.7680 4.8630 4.4902
H 1.2780 3.1442 5.2628
H 1.0737 5.9949 -3.6050
H 3.1128 2.8470 6.8846
H -2.7681 1.5653 0.2542
H 3.2755 5.5537 -2.5692
H -2.5807 0.7474 4.2479
H 7.0439 0.8169 1.1174
H 1.6681 0.7812 3.7577
H 3.2152 1.9918 2.6328
H 1.9372 -0.2209 5.9971
H -0.8836 4.6088 -2.9660
H -0.6287 2.8047 -1.3199
H 5.6083 1.5250 3.0115
H -2.7395 1.6517 -3.7570
H -2.3183 -0.2443 6.4825
H -0.0598 -0.7260 7.3743
H 3.6770 1.0637 -1.5116
H 3.5273 3.7523 -0.9135
H 4.0647 5.2003 2.7306
*
```


# 3
Molecular formula: C31H26F9N6PPbS2Se
Method: DFT, the ωB97M-V functional and the def2-TZVPD basis

## Properties
E_HOMO (spin up / spin down) (eV): -4.955 / -4.878
HOMO-LUMO gap (spin up / spin down) (eV): 7.31 / 6.42
Energy relative to the best compared isomer or geometry (same formula, charge and spin) (eV): 0.139

Geometry as ORCA input:
```
! wB97M-V def2-TZVPD RIJCOSX def2/J DEFGRID3
* xyz -1 2
Pb 0.3773 -0.6904 0.4947
Se 0.0210 -3.2863 1.5300
S 3.3435 0.2844 4.2870
S 2.9732 -1.3162 1.7253
P -2.2114 4.0088 0.2645
F -4.0102 2.0502 6.1056
F -5.6885 1.2827 4.9798
F -2.4785 4.0199 1.8573
F -3.1645 5.2891 0.0687
F -1.9396 3.9460 -1.3387
F -0.9265 4.9602 0.4535
F -3.4936 3.0171 0.0651
F -1.2626 2.6864 0.4598
F -4.6340 -0.0021 6.3651
N 1.3174 0.5331 2.7095
N -0.1726 0.0659 -2.4246
N -2.1914 -1.0164 -0.8686
N 2.0917 1.3854 -0.8782
N -1.7373 -0.1317 2.3634
N 1.3894 -2.1215 -1.7453
C -1.4147 0.8049 -2.3029
C -1.6178 -0.6377 3.5897
C 2.2709 -3.0775 -1.4510
C 2.5689 -4.1241 -2.3051
C 0.9987 -3.1919 -3.8342
C 0.0376 3.2575 4.8506
C -0.2899 -1.1299 -3.2295
C 1.0999 3.2606 -1.9718
C 1.0231 3.2409 5.8410
C 1.3812 1.9070 -1.8819
C -2.5157 0.0533 -1.5929
C 1.1388 1.4686 3.7116
C -2.7451 0.7006 2.1136
C 2.1406 1.4764 4.6934
C -3.1529 -1.6695 -0.2143
C 0.0858 2.3812 3.7819
C -3.8268 0.5134 -1.6803
C 1.9132 -4.1805 -3.5239
C 0.9030 0.9200 -2.9162
C 0.7574 -2.1763 -2.9129
C -3.6683 1.0793 3.0773
C -3.5303 0.5524 4.3484
C -4.4670 0.9688 5.4462
C 2.0869 2.3562 5.7671
C 2.2888 3.5693 0.0713
C 2.4240 -0.1462 2.8432
C -4.8172 -0.1622 -0.9953
C 2.5370 2.2036 0.0701
C -2.4912 -0.3249 4.6178
C 1.5512 4.1050 -0.9688
C -4.4803 -1.2851 -0.2508
H 3.1071 1.7369 0.8664
H -2.8250 -2.5224 0.3712
H -0.6569 2.4143 2.9938
H -5.2240 -1.8408 0.3042
H -0.2378 -0.9002 -4.3082
H -0.7882 -1.3190 3.7427
H 0.9637 3.9354 6.6695
H -4.4527 1.7798 2.8284
H -1.2650 -1.5822 -3.0511
H 2.7467 -2.9972 -0.4816
H 2.8604 2.3554 6.5250
H 1.7452 0.2761 -3.1744
H 3.2893 -4.8754 -2.0127
H -1.2150 1.7134 -1.7305
H 1.2989 5.1564 -0.9842
H 2.6447 4.1858 0.8860
H 0.4676 -3.1967 -4.7784
H 0.4942 3.6379 -2.7852
H -5.8405 0.1896 -1.0308
H 2.1124 -4.9838 -4.2227
H -2.8088 1.1099 1.1152
H -2.3574 -0.7543 5.6006
H 0.5871 1.4517 -3.8295
H -4.0446 1.4100 -2.2453
H -0.7730 3.9726 4.9098
H -1.7927 1.1381 -3.2854
*
```


# 4
Molecular formula: C31H26MnN3O3S
Method: DFT, the ωB97M-V functional and the def2-TZVPD basis

## Properties
E_HOMO (spin up / spin down) (eV): -4.134 / -3.347
HOMO-LUMO gap (spin up / spin down) (eV): 6.55 / 5.77

Geometry as ORCA input:
```
! wB97M-V def2-TZVPD RIJCOSX def2/J DEFGRID3
* xyz -1 2
Mn 0.0950 0.0265 -0.2485
S 1.5964 -0.0232 -4.4703
O -0.1665 1.9118 -0.1618
O -0.2030 -1.9072 -0.1683
O -0.5330 -4.2645 -1.0305
N 0.2359 0.0395 -2.2739
N -0.1620 -0.1910 1.6414
N -0.2165 -1.5135 2.1013
C 3.0599 -0.0077 0.5459
C -2.9094 0.0595 -4.2394
C -0.4143 4.3960 3.1425
C 1.4620 0.0076 -2.7324
C -0.4215 -6.0500 0.4950
C -0.2267 -2.3099 1.0723
C -0.3825 3.0342 3.3169
C 4.4074 -0.0003 0.2307
C -0.2699 -6.5286 1.7817
C -4.9839 1.3304 -4.8225
C 2.0580 -0.0102 -0.4434
C -2.0765 0.0726 -3.1352
C -4.4337 0.0859 -4.1126
C -0.2340 -3.7794 1.3114
C -0.0895 -5.6493 2.8459
C -0.0718 -4.2883 2.5987
C 4.8385 0.0040 -1.1017
C -0.3594 4.9029 1.8337
C -0.2357 2.6457 0.9038
C 2.5412 0.0010 -1.7695
C -0.6928 0.0432 -3.3039
C -0.1377 0.0054 -4.5833
C -0.2943 2.1371 2.2367
C -5.0220 -1.1724 -4.7656
C -0.3994 -4.6762 0.2449
C -0.2728 4.0599 0.7559
C -0.3029 0.7280 2.5367
C -0.9596 -0.0067 -5.7058
C -2.3273 0.0194 -5.5206
C 3.8970 0.0055 -2.1093
C -4.8888 0.1253 -2.6541
H -4.6446 -2.0721 -4.2763
H -6.1120 -1.1661 -4.6816
H -4.5484 -0.7521 -2.1016
H -0.5513 -6.7184 -0.3466
H -2.4633 0.1054 -2.1265
H -0.4808 5.0615 3.9932
H -0.3817 5.9753 1.6722
H -4.5218 1.0157 -2.1405
H -0.4285 2.6195 4.3194
H 0.0372 -6.0233 3.8536
H 5.8956 0.0071 -1.3374
H -0.4336 0.4095 3.5698
H 4.2112 0.0142 -3.1492
H 2.7672 -0.0159 1.5916
H -0.2240 4.4446 -0.2555
H -4.7248 1.3365 -5.8823
H -4.7661 -1.2337 -5.8243
H -2.9654 0.0089 -6.3959
H -0.3841 -3.2856 -1.0123
H 0.0615 -3.5767 3.4025
H -0.2855 -7.5980 1.9577
H -6.0737 1.3600 -4.7412
H -5.9803 0.1424 -2.6161
H 5.1473 -0.0019 1.0247
H -0.5408 -0.0376 -6.7037
H -4.5807 2.2396 -4.3726
*
```


F_max per entry: 1.190 0.226 0.182 0.539 eV Å⁻¹